# C5H16O3

A cluster of 4 separate species, C5H16O3 in total (ωB97M-V/def2-TZVPD, OMol25).

HOMO energy in eV: -8.56
Molecular weight in g mol⁻¹: 124.18
Relative energy (zero: lowest compared OMol25 entry of this formula, charge and spin) in kcal per mole: 19.8
SMILES: CC=C(C)C.O.O.O
LUMO level in eV: 0.4
Spin multiplicity: 1
Gap between HOMO and LUMO in eV: 8.9626
E_tot in Eh: -425.77912

Element x y z (Å)
C (0.917, 0.718, -1.780)
C (0.666, 0.395, -0.352)
C (0.207, -0.813, -0.009)
C (0.010, -1.262, 1.414)
C (-0.419, -1.743, -1.023)
H (1.699, 0.073, -2.202)
H (0.076, 0.670, -2.512)
H (1.216, 1.737, -2.010)
H (0.796, 1.143, 0.431)
H (-0.266, -2.272, 1.686)
H (-0.818, -0.645, 1.814)
H (0.884, -1.094, 2.042)
H (-1.026, -1.224, -1.780)
H (-1.038, -2.523, -0.615)
H (0.395, -2.253, -1.557)
O (2.374, -2.833, 0.550)
H (2.311, -1.864, 0.615)
H (3.320, -3.007, 0.518)
O (-0.900, 2.867, 2.128)
H (-1.485, 2.789, 1.338)
H (-0.153, 3.301, 1.714)
O (-2.519, 2.558, -0.173)
H (-3.068, 3.301, -0.485)
H (-3.177, 1.981, 0.250)

---

# C5H16O3

A cluster of 4 separate species, C5H16O3 in total (ωB97M-V/def2-TZVPD, OMol25).

HOMO energy in eV: -9.18
Molecular weight in g mol⁻¹: 124.18
Relative energy (zero: lowest compared OMol25 entry of this formula, charge and spin) in kcal per mole: 14.7
SMILES: C/C=C/CC.O.O.O
LUMO level in eV: 0.4
Spin multiplicity: 1
Gap between HOMO and LUMO in eV: 9.6202
E_tot in Eh: -425.78724

Element x y z (Å)
C (-3.042, -0.434, 0.267)
C (-1.814, 0.325, 0.721)
C (-0.771, -0.295, 1.276)
C (0.383, 0.371, 1.977)
C (1.716, -0.282, 1.555)
H (-3.639, 0.222, -0.387)
H (-3.701, -0.614, 1.117)
H (-2.853, -1.272, -0.403)
H (-1.764, 1.355, 0.375)
H (-0.860, -1.370, 1.329)
H (0.273, 1.430, 1.814)
H (0.306, 0.064, 3.021)
H (2.499, -0.256, 2.317)
H (2.200, 0.172, 0.695)
H (1.521, -1.314, 1.280)
O (0.089, 0.465, -1.676)
H (0.298, -0.070, -2.448)
H (-0.186, -0.135, -0.969)
O (0.625, -2.218, -2.428)
H (-0.133, -2.808, -2.354)
H (1.283, -2.570, -1.821)
O (2.073, 2.279, -0.578)
H (1.973, 3.218, -0.779)
H (1.546, 1.810, -1.245)

---

# C5H16O3

A cluster of 3 separate species, C5H16O3 in total (ωB97M-V/def2-TZVPD, OMol25).

HOMO energy in eV: -10.00
Molecular weight in g mol⁻¹: 124.18
Relative energy (zero: lowest compared OMol25 entry of this formula, charge and spin) in kcal per mole: 21.4
SMILES: CCO.CCO.CO
LUMO level in eV: 0.7
Spin multiplicity: 1
Gap between HOMO and LUMO in eV: 10.7266
E_tot in Eh: -425.77661

Element x y z (Å)
C (2.556, 29.951, 13.150)
C (3.425, 29.957, 11.922)
O (3.111, 31.066, 11.064)
H (1.495, 30.032, 12.920)
H (2.805, 30.793, 13.804)
H (2.742, 29.037, 13.719)
H (3.300, 29.039, 11.342)
H (4.476, 29.999, 12.221)
H (3.851, 31.677, 11.054)
C (0.192, 32.968, 11.913)
C (-0.285, 34.343, 12.284)
O (0.350, 34.701, 13.518)
H (-0.068, 32.762, 10.870)
H (-0.265, 32.188, 12.519)
H (1.277, 32.898, 11.975)
H (-1.369, 34.359, 12.425)
H (-0.008, 35.064, 11.508)
H (-0.018, 35.541, 13.807)
C (0.275, 29.781, 9.066)
O (0.561, 29.656, 10.448)
H (-0.600, 29.169, 8.863)
H (0.071, 30.818, 8.783)
H (1.102, 29.414, 8.448)
H (1.334, 30.204, 10.626)

---

# C5H16OSSi2

A cluster of 2 separate species, C5H16OSSi2 in total (ωB97M-V/def2-TZVPD, OMol25).

HOMO energy in eV: -8.38
Molecular weight in g mol⁻¹: 180.42
Relative energy (zero: lowest compared OMol25 entry of this formula, charge and spin) in kcal per mole: 115.9
SMILES: C=[SiH]O[SiH3].CC(C)CS
LUMO level in eV: 0.5
Spin multiplicity: 1
Gap between HOMO and LUMO in eV: 8.8928
E_tot in Eh: -1252.45968

Element x y z (Å)
C (-3.039, 1.850, 1.462)
Si (-3.061, 1.338, -0.213)
O (-3.514, -0.183, -0.491)
Si (-4.207, -1.537, -0.092)
H (-2.656, 2.849, 1.924)
H (-3.356, 1.045, 2.157)
H (-2.645, 1.669, -1.567)
H (-5.472, -1.720, -0.890)
H (-4.560, -1.640, 1.371)
H (-2.989, -2.435, -0.418)
C (0.914, 0.967, 0.685)
C (1.765, -0.151, 0.107)
C (3.260, 0.120, 0.250)
C (1.521, -0.271, -1.373)
S (-0.065, -1.102, -1.899)
H (-0.164, 0.831, 0.685)
H (1.231, 1.832, 0.117)
H (1.271, 1.103, 1.701)
H (1.447, -1.071, 0.559)
H (3.944, -0.796, 0.287)
H (3.610, 1.027, -0.303)
H (3.491, 0.603, 1.200)
H (1.470, 0.685, -1.756)
H (2.280, -0.754, -1.876)
H (-0.839, -0.539, -1.004)

---

# C5H16SSi2

A cluster of 2 separate species, C5H16SSi2 in total (ωB97M-V/def2-TZVPD, OMol25).

HOMO energy in eV: -7.63
Molecular weight in g mol⁻¹: 164.42
Relative energy (zero: lowest compared OMol25 entry of this formula, charge and spin) in kcal per mole: 31.4
LUMO level in eV: 0.5
Spin multiplicity: 1
Gap between HOMO and LUMO in eV: 8.1504
E_tot in Eh: -1177.20311

Element x y z (Å)
C (1.316, -2.268, 0.875)
C (1.207, -0.858, -2.021)
C (2.077, 0.946, 0.429)
C (-1.829, 0.366, 2.132)
C (-1.767, 1.837, -1.352)
Si (1.033, -0.665, -0.123)
Si (-1.238, -0.170, 0.396)
S (-2.588, -1.542, -0.627)
H (0.877, -3.119, 0.375)
H (2.391, -2.469, 0.963)
H (0.983, -2.135, 1.954)
H (1.976, -0.297, -2.457)
H (1.361, -1.859, -2.290)
H (0.357, -0.568, -2.656)
H (1.523, 1.654, -0.074)
H (2.181, 1.125, 1.536)
H (3.174, 0.831, 0.083)
H (-1.130, 0.676, 2.837)
H (-2.330, 1.315, 1.760)
H (-2.556, -0.242, 2.684)
H (-1.171, 2.597, -0.677)
H (-1.642, 1.525, -2.409)
H (-2.760, 2.082, -1.153)
H (-3.745, -0.944, -0.938)

---

# C5H17B3N3O3

The ion C5H17B3N3O3 with charge -1 (ωB97M-V/def2-TZVPD, OMol25).

Charge: -1
HOMO energy in eV: -3.89
Molecular weight in g mol⁻¹: 199.65
LUMO level in eV: 3.2
Spin multiplicity: 1
Gap between HOMO and LUMO in eV: 7.0698
E_tot in Eh: -665.49294

Element x y z (Å)
C (-2.918, -0.129, 0.544)
C (-1.607, -0.013, 1.301)
N (-1.472, 0.800, 2.278)
C (-0.508, -0.918, 0.853)
B (0.891, -0.226, 0.207)
C (2.039, -0.080, 1.359)
N (1.712, 0.660, 2.605)
C (1.539, -1.322, -0.937)
B (0.675, -1.191, -2.202)
O (0.987, -0.274, -3.208)
O (-0.530, -1.872, -2.395)
B (0.646, 1.247, -0.663)
N (-0.579, 1.647, -1.386)
O (1.691, 2.168, -0.838)
H (-2.767, -0.438, -0.492)
H (-3.474, 0.811, 0.558)
H (-3.533, -0.897, 1.022)
H (-2.335, 1.330, 2.411)
H (-0.944, -1.618, 0.133)
H (-0.191, -1.523, 1.713)
H (2.939, 0.382, 0.937)
H (2.347, -1.093, 1.666)
H (0.901, 0.220, 3.026)
H (1.359, 1.574, 2.338)
H (1.599, -2.325, -0.493)
H (2.560, -0.985, -1.141)
H (0.256, 0.333, -3.360)
H (-0.657, -2.497, -1.678)
H (-1.369, 1.037, -1.230)
H (-0.869, 2.605, -1.230)
H (1.613, 2.588, -1.700)

---

# C5H17N2O3

A cluster of 3 separate species, C5H17N2O3 in total (ωB97M-V/def2-TZVPD, OMol25).

Charge: +1
HOMO energy in eV: -13.93
Molecular weight in g mol⁻¹: 153.20
Relative energy (zero: lowest compared OMol25 entry of this formula, charge and spin) in kcal per mole: 7.8
LUMO level in eV: -2.5
Spin multiplicity: 1
Gap between HOMO and LUMO in eV: 11.4089
E_tot in Eh: -535.72766

Element x y z (Å)
O (1.366, 0.524, 0.649)
C (1.126, 0.144, -0.489)
N (2.060, -0.114, -1.421)
C (1.943, 0.138, -2.850)
C (-0.348, -0.032, -0.797)
N (-1.004, -0.284, 0.517)
C (-1.343, -1.707, 0.803)
C (-0.128, -2.501, 1.227)
H (2.944, 0.241, -1.079)
H (0.947, 0.386, -3.210)
H (2.597, 0.935, -3.168)
H (2.273, -0.714, -3.453)
H (-0.709, 0.883, -1.253)
H (-0.556, -0.864, -1.463)
H (-1.858, 0.295, 0.471)
H (-0.358, 0.214, 1.154)
H (-1.923, -1.624, 1.721)
H (-1.865, -2.129, -0.048)
H (0.396, -3.023, 0.427)
H (-0.474, -3.313, 1.864)
H (0.580, -1.873, 1.750)
H (0.118, 3.120, 2.577)
H (0.686, 1.746, 2.412)
O (-0.063, 2.285, 2.127)
H (-1.456, 2.313, 0.864)
H (-2.832, 2.750, 0.516)
O (-2.119, 2.203, 0.151)

---

# C5H17N2O3

A cluster of 3 separate species, C5H17N2O3 in total (ωB97M-V/def2-TZVPD, OMol25).

Charge: +1
HOMO energy in eV: -12.19
Molecular weight in g mol⁻¹: 153.20
Relative energy (zero: lowest compared OMol25 entry of this formula, charge and spin) in kcal per mole: 25.3
LUMO level in eV: -2.8
Spin multiplicity: 1
Gap between HOMO and LUMO in eV: 9.4358
E_tot in Eh: -535.69978

Element x y z (Å)
C (-1.144, 0.097, 1.499)
O (-0.693, 1.467, 1.490)
C (0.051, -0.829, 1.846)
C (0.377, -1.794, 0.674)
C (0.456, -1.091, -0.645)
C (1.381, -0.195, -0.928)
N (1.350, 0.569, -2.195)
N (-0.139, -1.650, 3.028)
H (-1.499, -0.097, 0.483)
H (-1.968, -0.033, 2.195)
H (-1.110, 2.005, 2.169)
H (0.931, -0.213, 2.012)
H (-0.364, -2.594, 0.680)
H (1.302, -2.317, 0.916)
H (-0.305, -1.348, -1.373)
H (2.172, 0.144, -0.277)
H (2.216, 0.418, -2.717)
H (0.534, 0.318, -2.776)
H (1.237, 1.580, -1.979)
H (-0.100, -1.133, 3.889)
H (-0.991, -2.184, 3.010)
H (0.093, 2.174, 0.095)
H (0.441, 3.533, -0.594)
O (0.557, 2.583, -0.674)
H (-1.838, 0.821, -2.817)
H (-1.693, -0.318, -3.883)
O (-1.254, 0.085, -3.129)

---

# C5H17N4P2

The ion C5H17N4P2 with charge +1 (ωB97M-V/def2-TZVPD, OMol25).

Charge: +1
HOMO energy in eV: -11.66
Molecular weight in g mol⁻¹: 195.17
Relative energy (zero: lowest compared OMol25 entry of this formula, charge and spin) in kcal per mole: 111.2
SMILES: C[N+]#P=P(NC)(NC)N(C)C
LUMO level in eV: -4.2
Spin multiplicity: 1
Gap between HOMO and LUMO in eV: 7.4972
E_tot in Eh: -1102.09520

Element x y z (Å)
C (4.222, 1.020, 0.491)
N (3.008, 0.262, 0.517)
P (2.135, -0.925, 0.227)
P (-0.251, -0.221, 0.175)
N (0.249, 0.391, -1.319)
C (-0.435, 0.154, -2.599)
N (-0.879, -1.720, -0.111)
C (-0.309, -2.893, 0.540)
N (-1.681, 0.647, 0.553)
C (-2.564, 0.023, 1.525)
C (-1.601, 2.032, 0.691)
H (4.797, 0.840, 1.282)
H (4.628, 0.571, -0.407)
H (4.161, 2.040, 0.162)
H (0.832, 1.151, -1.474)
H (0.297, 0.510, -3.313)
H (-0.799, -0.745, -2.851)
H (-1.238, 0.884, -2.592)
H (-1.072, -1.827, -1.082)
H (0.569, -3.353, 0.026)
H (0.067, -2.299, 1.436)
H (-1.159, -3.506, 0.833)
H (-2.352, -1.047, 1.421)
H (-2.208, 0.385, 2.472)
H (-3.616, 0.224, 1.440)
H (-2.048, 2.384, -0.140)
H (-2.142, 2.518, 1.514)
H (-0.610, 2.502, 0.584)

---

# C5H17NO2

A structure of composition C5H17NO2 (ωB97M-V/def2-TZVPD, OMol25).

HOMO energy in eV: -7.96
Molecular weight in g mol⁻¹: 123.20
Relative energy (zero: lowest compared OMol25 entry of this formula, charge and spin) in kcal per mole: 216.1
LUMO level in eV: -4.8
Spin multiplicity: 1
Gap between HOMO and LUMO in eV: 3.1068
E_tot in Eh: -405.59803

Element x y z (Å)
C (-3.374, -0.629, 0.140)
N (-2.175, -0.052, -0.427)
C (0.019, 1.205, 1.020)
C (-0.117, -0.247, 1.184)
C (-0.988, -0.801, -0.032)
C (-0.097, -1.018, -1.290)
H (-3.068, -1.680, 0.509)
H (-3.772, -0.030, 0.977)
H (-4.119, -0.903, -0.626)
H (1.665, 2.917, -1.718)
H (0.111, 1.787, 1.991)
H (0.742, 1.458, 0.226)
H (-0.963, 1.688, 0.657)
H (-0.615, -0.437, 2.060)
H (0.828, -0.758, 1.216)
H (-1.403, -1.793, 0.231)
H (0.743, -0.254, -1.407)
H (-0.842, -0.843, -2.067)
H (0.357, -1.935, -1.315)
H (3.526, 0.910, -1.229)
H (1.213, 3.426, -2.176)
O (2.934, 0.802, -0.522)
H (3.472, -1.154, 1.611)
H (3.011, -0.256, 0.145)
O (2.912, -1.405, 0.839)